No. 1
C23H22FN2NbSe | ωB97M-V/def2-TZVPD

Results
HOMO level (spin up / spin down): -14.66 / -14.66 eV
Electronic energy: -3556.7914 a.u.
Total charge: +2
Max |F|: 5.399 eV Å⁻¹
HOMO-LUMO gap (spin up / spin down): 4.8 / 4.8 eV
Energy relative to the best compared isomer or geometry (same formula, charge and spin): 0.0 kJ/mol

Atoms and positions in Å:
C 2.9878 1.2743 -3.4335
H 3.7549 0.7077 -3.9696
H 3.4890 2.0597 -2.8557
H 2.3403 1.7528 -4.1772
C 2.2125 0.3346 -2.5497
C 2.5593 -1.0118 -2.5107
H 3.4465 -1.3165 -3.0579
C 1.8313 -2.0128 -1.8643
C 2.3439 -3.4358 -1.9075
H 2.5765 -3.8183 -0.9040
H 3.2711 -3.4544 -2.4882
H 1.6358 -4.1253 -2.3884
C 0.0592 -2.8941 -0.5928
C -1.0639 -3.4962 -1.1642
C -1.6212 -4.6145 -0.5421
H -2.4866 -5.1034 -0.9988
C -1.0686 -5.1037 0.6494
H -1.5145 -5.9725 1.1366
C 0.0350 -4.4861 1.2468
H 0.4439 -4.8343 2.1991
C 0.5908 -3.3587 0.6500
C 0.7988 2.1952 -1.9794
C -0.0197 2.5264 -3.0688
C -0.5199 3.8174 -3.1932
H -1.2503 4.0383 -3.9753
C -0.1316 4.8083 -2.2880
H -0.5727 5.8045 -2.3520
C 0.7709 4.5081 -1.2616
H 1.0645 5.2677 -0.5352
C 1.2687 3.2235 -1.1307
C -2.8022 0.8165 -2.6216
H -2.9108 0.2681 -3.5624
C -3.3778 2.0544 -2.4121
H -3.9374 2.5283 -3.2264
C -3.2765 2.7331 -1.1842
H -3.7921 3.6885 -1.0492
C -2.5338 2.1940 -0.1271
C -2.0208 0.9492 -0.3242
H -2.3831 2.6704 0.8544
C -2.0446 0.2046 -1.5333
H -1.9111 -0.8888 -1.5465
N 0.6776 -1.7806 -1.2293
N 1.2302 0.8428 -1.8128
Nb -0.2188 0.0915 -0.4336
H 1.4954 -2.8833 1.0406
H -1.4856 -3.0578 -2.0739
H -0.3132 1.7266 -3.7517
H 1.9512 2.9513 -0.3231
F 0.1125 1.7245 0.6349
Se -0.7979 -1.2205 1.4920

Cartesian forces (eV/Å) of the 3 atoms listed first:
0.37 -0.41 -0.36
-0.13 0.19 0.08
-0.25 -0.11 0.00

No. 2
C23H22N2O4 | ωB97M-V/def2-TZVPD

Results
HOMO level: -8.78 eV
Electronic energy: -1300.1681 a.u.
SMILES string: O=C(COC(=O)c1cc(-c2ccccc2)nc2ccccc12)NC[C@H]1CCCO1
Max |F|: 0.761 eV Å⁻¹
HOMO-LUMO gap: 8.1 eV
Energy relative to the best compared isomer or geometry (same formula, charge and spin): 81.6 kJ/mol

Atoms and positions in Å:
O -3.8223 -3.4281 1.0603
C -2.7898 -2.9981 0.6070
N -2.7041 -2.1327 -0.4245
H -1.7893 -1.8271 -0.7220
C -3.8331 -1.3853 -0.9199
H -3.8992 -1.4840 -2.0082
H -4.7317 -1.8086 -0.4675
C -3.7155 0.1002 -0.5356
H -3.6350 0.1636 0.5586
C -2.5249 0.7975 -1.2205
H -1.6618 0.8853 -0.5641
H -2.2353 0.2478 -2.1190
C -3.1044 2.1566 -1.6074
H -2.6124 2.6026 -2.4682
C -4.5590 1.7839 -1.8838
H -5.2578 2.6130 -1.7649
O -4.8867 0.8047 -0.9182
H -4.6661 1.3695 -2.8974
H -3.0460 2.8448 -0.7638
C -1.4197 -3.4501 1.1381
H -1.1096 -4.3663 0.6320
H -1.5238 -3.6343 2.2115
O -0.3956 -2.4968 0.8897
C -0.4739 -1.3559 1.6095
O -1.3275 -1.1649 2.4357
C 0.5972 -0.4050 1.2142
C 1.7901 -0.8900 0.7343
C 2.8111 0.0095 0.3470
N 2.6510 1.3101 0.4274
C 1.4953 1.8179 0.8813
C 1.3657 3.2230 0.9280
C 0.2100 3.7954 1.3778
C -0.8595 2.9926 1.8045
C -0.7676 1.6272 1.7736
C 0.4070 1.0024 1.3106
H -1.5875 1.0178 2.1188
H -1.7637 3.4611 2.1633
H 0.1112 4.8703 1.4107
H 2.2039 3.8146 0.5953
C 4.1069 -0.4693 -0.1514
C 5.2279 0.3489 -0.0131
C 6.4633 -0.0709 -0.4650
C 6.5978 -1.3107 -1.0693
C 5.4877 -2.1242 -1.2249
C 4.2497 -1.7100 -0.7693
H 3.3907 -2.3470 -0.9196
H 5.5868 -3.0862 -1.7062
H 7.5634 -1.6408 -1.4225
H 7.3257 0.5685 -0.3471
H 5.1057 1.3117 0.4577
H 1.9547 -1.9541 0.6867

Cartesian forces (eV/Å) of the 3 atoms listed first:
-0.23 -0.20 0.26
0.59 -0.05 -0.05
0.24 0.39 -0.32

No. 3
C23H22N2O5 | ωB97M-V/def2-TZVPD

Results
HOMO level: -8.34 eV
Electronic energy: -1375.4142 a.u.
SMILES string: CCOC(=O)COc1cccc2c(=O)n(CC(=O)N3CCc4ccccc43)ccc12
Max |F|: 0.901 eV Å⁻¹
HOMO-LUMO gap: 8.7 eV
Energy relative to the best compared isomer or geometry (same formula, charge and spin): 21.1 kJ/mol

Atoms and positions in Å:
C 1.0779 2.0619 -3.7508
C 0.9641 1.0660 -4.8950
H -0.0045 1.1427 -5.3924
H 1.7717 1.2221 -5.6170
O 1.0300 -0.2827 -4.4170
C 2.2395 -0.8133 -4.2542
O 3.2733 -0.2572 -4.5048
C 2.1293 -2.2267 -3.6848
O 2.7272 -2.3206 -2.4019
C 2.7756 -1.1481 -1.6667
C 4.0183 -0.6074 -1.4022
C 4.1428 0.5801 -0.6877
C 3.0174 1.2424 -0.2577
C 1.7511 0.7005 -0.4937
C 1.6093 -0.5221 -1.1788
C 0.2958 -1.0638 -1.3267
C -0.7655 -0.3751 -0.8640
N -0.6417 0.8388 -0.2532
C 0.5857 1.4383 -0.0174
O 0.6438 2.5137 0.5605
C -1.8446 1.5243 0.1735
C -2.7026 0.6864 1.1287
O -3.8119 0.3242 0.7859
N -2.1563 0.3952 2.3293
C -2.8039 -0.3139 3.3546
C -4.0123 -0.9854 3.3163
C -4.4412 -1.6178 4.4752
C -3.6884 -1.5802 5.6361
C -2.4781 -0.8991 5.6676
C -2.0421 -0.2708 4.5224
C -0.8046 0.5440 4.2948
H 0.0983 0.0261 4.6173
H -0.8650 1.4860 4.8449
C -0.8181 0.7771 2.7770
H -0.5926 1.8123 2.5185
H -0.0775 0.1341 2.2869
H -1.8886 -0.8615 6.5714
H -4.0432 -2.0807 6.5243
H -5.3811 -2.1487 4.4650
H -4.6024 -1.0111 2.4164
H -1.5347 2.4649 0.6383
H -2.4720 1.7453 -0.6965
H -1.7759 -0.7464 -0.9499
H 0.1541 -2.0314 -1.7735
H 3.0762 2.1832 0.2677
H 5.1234 0.9880 -0.4980
H 4.8899 -1.1182 -1.7800
H 2.6877 -2.9149 -4.3276
H 1.0735 -2.5209 -3.6631
H 0.2933 1.8892 -3.0183
H 2.0433 1.9616 -3.2602
H 0.9841 3.0720 -4.1381

Cartesian forces (eV/Å) of the 3 atoms listed first:
0.04 -0.39 -0.17
0.16 0.50 -0.14
0.13 -0.04 0.02

No. 4
C23H22N2O5S | ωB97M-V/def2-TZVPD

Results
HOMO level: -8.14 eV
Electronic energy: -1773.5236 a.u.
SMILES string: CCOc1cc(/C=N/NC(=O)COc2cccc(C)c2)ccc1OC(=O)c1cccs1
Max |F|: 1.215 eV Å⁻¹
HOMO-LUMO gap: 8.2 eV
Energy relative to the best compared isomer or geometry (same formula, charge and spin): 362.8 kJ/mol

Atoms and positions in Å:
C -2.2916 -3.3203 -3.6368
C -1.5924 -2.4663 -2.5911
H -1.7880 -2.8572 -1.5838
H -0.5076 -2.4635 -2.7609
O -2.1055 -1.1515 -2.7096
C -1.6415 -0.1921 -1.8787
C -0.6880 -0.3734 -0.8952
C -0.2836 0.6955 -0.0881
C -0.8474 1.9525 -0.2783
C -1.8020 2.1523 -1.2607
C -2.2024 1.0956 -2.0587
O -3.1309 1.1572 -3.0735
C -3.8658 2.2328 -3.4059
O -3.8366 3.3174 -2.8752
C -4.7323 1.8940 -4.5298
C -5.6304 2.7143 -5.1636
C -6.3038 2.0654 -6.2112
C -5.9093 0.7684 -6.3562
S -4.7109 0.3090 -5.2221
H -6.2602 0.0527 -7.0734
H -7.0462 2.5363 -6.8299
H -5.7834 3.7374 -4.8724
H -2.2370 3.1270 -1.4059
H -0.5418 2.7830 0.3398
C 0.7163 0.4857 0.9350
N 1.2503 -0.6553 1.1074
N 2.1759 -0.8134 2.0643
C 2.7802 -2.0099 2.2886
O 2.5626 -3.0249 1.6747
C 3.8073 -1.9625 3.4237
O 3.8332 -0.6932 4.0318
C 4.6966 -0.4809 5.0776
C 5.5759 -1.4264 5.5812
C 6.4145 -1.1125 6.6468
C 6.3623 0.1562 7.2015
C 5.4833 1.1023 6.6990
C 4.6525 0.7926 5.6433
H 3.9624 1.5177 5.2419
H 5.4464 2.0892 7.1353
H 7.0091 0.4080 8.0286
C 7.3623 -2.1506 7.1661
H 7.8708 -1.8003 8.0602
H 6.8301 -3.0703 7.4037
H 8.1129 -2.3863 6.4120
H 5.6277 -2.4186 5.1600
H 4.7852 -2.2169 2.9912
H 3.5380 -2.7456 4.1454
H 2.4444 -0.0227 2.6558
H 0.9923 1.3520 1.5509
H -0.2284 -1.3306 -0.7168
H -1.9269 -4.3419 -3.5831
H -3.3643 -3.3124 -3.4648
H -2.0997 -2.9219 -4.6292

Cartesian forces (eV/Å) of the 3 atoms listed first:
0.14 0.35 0.27
0.09 -0.42 -0.04
0.07 0.09 -0.08

No. 5
C23H22N4O3S2 | ωB97M-V/def2-TZVPD

Results
HOMO level: -7.95 eV
Electronic energy: -2130.7677 a.u.
SMILES string: c1csc(-c2csc3nc(CN4CCOCC4)nc(NCc4ccc5c(c4)OCO5)c23)c1
Max |F|: 1.283 eV Å⁻¹
HOMO-LUMO gap: 8.4 eV
Energy relative to the best compared isomer or geometry (same formula, charge and spin): 127.4 kJ/mol

Atoms and positions in Å:
C -4.5436 -2.2335 -0.5092
C -4.7696 -3.5574 -0.3138
S -3.3085 -4.4573 -0.2007
C -2.3620 -3.0146 -0.4086
C -3.1695 -1.9197 -0.5669
H -2.7970 -0.9278 -0.7571
C -0.9145 -3.0702 -0.4531
C -0.2284 -4.0239 -1.1427
S 1.4817 -3.7847 -1.1834
C 1.3108 -2.3371 -0.2353
N 2.3303 -1.5606 0.0977
C 2.0199 -0.4901 0.8023
N 0.8124 -0.1973 1.2752
C -0.2065 -1.0107 1.0075
N -1.3668 -0.8224 1.6666
H -2.1456 -1.4014 1.3844
C -1.7127 0.4334 2.3009
C -2.6089 1.2188 1.3772
C -3.9874 1.1378 1.4955
C -4.8425 1.7710 0.5955
C -4.2591 2.4768 -0.4272
C -2.8701 2.5575 -0.5581
C -2.0258 1.9369 0.3272
H -0.9553 1.9933 0.2205
O -2.5621 3.3138 -1.6561
C -3.7965 3.7191 -2.2074
O -4.8521 3.1813 -1.4396
H -3.8599 4.8192 -2.2019
H -3.8736 3.3573 -3.2450
H -5.9133 1.7116 0.6928
H -4.4157 0.5708 2.3082
H -2.2193 0.2202 3.2457
H -0.7770 0.9599 2.4912
C -0.0251 -2.1014 0.1174
C 3.1064 0.4790 1.1718
N 4.3113 0.3101 0.3959
C 5.4319 1.0480 0.9472
C 6.6864 0.7113 0.1403
H 7.5421 1.2894 0.4944
O 6.5257 1.0340 -1.2201
C 5.4204 0.3444 -1.7583
C 4.1355 0.6692 -0.9992
H 3.3147 0.0829 -1.4117
H 3.9051 1.7457 -1.1114
H 5.3446 0.6554 -2.8018
H 5.5953 -0.7398 -1.7069
H 6.8974 -0.3632 0.2461
H 5.5798 0.7507 1.9878
H 5.2598 2.1401 0.9106
H 3.3501 0.3022 2.2250
H 2.6860 1.5002 1.1015
H -0.6498 -4.8592 -1.6674
H -5.7071 -4.0698 -0.2312
H -5.3223 -1.4994 -0.6123

Cartesian forces (eV/Å) of the 3 atoms listed first:
-0.23 -0.13 0.05
0.20 -0.28 -0.02
-0.01 0.68 0.03